# 1
Molecular formula: C60H52F3HgN4O5P2SSi
Method: DFT, ωB97M-V with the def2-TZVPD basis set

## Properties
<S²> = 0.7938
E_tot = -4736.3656 Ha
spin multiplicity = 2
net charge = -2
HOMO (alpha / beta) = -0.38 / -1.91 eV
relative energy (zero: lowest compared OMol25 entry of this formula, charge and spin) = 0.000 eV

Positions of all 129 atoms, in Å:
Hg (-0.71318, 0.64138, -0.48823)
C (-3.46409, 2.91115, -0.11695)
O (-2.45826, 2.43985, 0.78205)
C (-2.96672, 1.71385, 1.83997)
C (-3.49005, 2.39452, 2.92338)
C (-4.04783, 1.71270, 3.99934)
C (-4.06136, 0.32480, 3.96165)
C (-3.53195, -0.36476, 2.88580)
C (-2.96299, 0.30113, 1.77931)
N (-2.45197, -0.34895, 0.66937)
N (-2.85888, -1.62330, 0.61839)
C (-2.51209, -2.45590, -0.38918)
C (-1.59446, -2.23620, -1.46486)
O (-0.96136, -1.13602, -1.71654)
C (-1.30891, -3.33600, -2.33062)
C (-1.88705, -4.56396, -2.22283)
C (-2.84174, -4.80631, -1.20181)
C (-3.46146, -6.06618, -1.05188)
C (-4.37157, -6.30500, -0.05606)
C (-4.70447, -5.26065, 0.82840)
C (-4.11745, -4.02752, 0.70190)
C (-3.15666, -3.75667, -0.30295)
H (-4.11765, 2.09417, -0.42564)
H (-2.95602, 3.28590, -1.00064)
H (-4.05437, 3.70577, 0.35210)
H (-3.46257, 3.47864, 2.90221)
H (-4.45218, 2.25430, 4.84617)
H (-4.48023, -0.23514, 4.79090)
H (-3.54853, -1.44432, 2.86478)
H (-0.57434, -3.13037, -3.09803)
H (-1.62243, -5.36643, -2.90378)
H (-3.19423, -6.85273, -1.75138)
H (-4.83706, -7.27908, 0.04323)
H (-5.43794, -5.42761, 1.60973)
H (-4.37961, -3.22206, 1.37266)
C (0.04457, 4.07609, -0.34836)
Si (0.79789, 2.40080, 0.12582)
C (1.35556, 2.66790, 1.94469)
C (1.89693, 3.94286, 2.19144)
C (2.43275, 4.29972, 3.41312)
C (2.46945, 3.36897, 4.44641)
C (1.93991, 2.11284, 4.23469)
C (1.35514, 1.76277, 3.01005)
P (0.70321, 0.05317, 2.78539)
C (-0.25768, -0.24556, 4.31937)
C (-0.78595, 0.75024, 5.13667)
C (-1.57996, 0.42474, 6.22812)
C (-1.86209, -0.89916, 6.52361)
C (-1.38183, -1.90029, 5.69004)
C (-0.60823, -1.57201, 4.58988)
C (2.29967, -0.80764, 3.13888)
C (3.34416, -0.51406, 2.25762)
C (4.57647, -1.12941, 2.37680)
C (4.79226, -2.07292, 3.37533)
C (3.76385, -2.37974, 4.25010)
C (2.52762, -1.75153, 4.13293)
C (2.49446, 2.34555, -0.78122)
C (3.69301, 2.39773, -0.05744)
C (4.93002, 2.42814, -0.68215)
C (5.00872, 2.41687, -2.06707)
C (3.84078, 2.35676, -2.80781)
C (2.59266, 2.30935, -2.18597)
P (1.03129, 2.28940, -3.15554)
C (1.05615, 0.67463, -4.01259)
C (-0.08933, 0.36614, -4.75160)
C (-0.18814, -0.84205, -5.42127)
C (0.83901, -1.77182, -5.33773)
C (1.96327, -1.48923, -4.57676)
C (2.07245, -0.27218, -3.91777)
C (1.50944, 3.44351, -4.50446)
C (1.35004, 3.16432, -5.85819)
C (1.63383, 4.12749, -6.81880)
C (2.08419, 5.38374, -6.44445)
C (2.23942, 5.67657, -5.09455)
C (1.94707, 4.71982, -4.13783)
H (0.80114, 4.85136, -0.49870)
H (-0.65378, 4.39832, 0.42567)
H (-0.51765, 3.96766, -1.27721)
H (1.91077, 4.67242, 1.39013)
H (2.83833, 5.29494, 3.55535)
H (2.91438, 3.62041, 5.40214)
H (1.97858, 1.37526, 5.02813)
H (-0.59259, 1.79095, 4.91630)
H (-1.99351, 1.21811, 6.83888)
H (-2.48464, -1.14876, 7.37443)
H (-1.63300, -2.93719, 5.87780)
H (-0.28185, -2.35979, 3.91774)
H (3.18258, 0.20051, 1.45714)
H (5.36585, -0.88266, 1.67665)
H (5.75262, -2.56670, 3.46373)
H (3.91519, -3.11362, 5.03304)
H (1.74774, -1.99652, 4.84300)
H (3.66529, 2.40131, 1.02750)
H (5.83283, 2.46388, -0.08290)
H (5.97010, 2.45984, -2.56535)
H (3.88757, 2.36368, -3.89161)
H (-0.91201, 1.07031, -4.78741)
H (-1.08920, -1.06551, -5.97783)
H (0.75095, -2.72684, -5.84258)
H (2.75744, -2.22114, -4.48474)
H (2.94939, -0.07249, -3.31745)
H (0.99118, 2.19181, -6.16925)
H (1.49450, 3.88991, -7.86644)
H (2.30132, 6.13398, -7.19525)
H (2.57944, 6.65833, -4.78582)
H (2.06090, 4.96190, -3.08732)
F (-3.34249, -0.93330, -3.86355)
C (-4.18633, 0.01127, -3.42556)
F (-4.48106, -0.25350, -2.14727)
F (-5.32432, -0.10864, -4.14051)
S (-3.45902, 1.69434, -3.60483)
O (-3.17236, 1.78842, -5.02264)
O (-4.50554, 2.56309, -3.11324)
O (-2.27642, 1.59715, -2.76648)
C (-0.41919, -4.94026, 1.62821)
C (0.49660, -3.93080, 1.02454)
C (1.67535, -4.05920, 0.32447)
C (2.03218, -2.74076, -0.04460)
N (1.14943, -1.87367, 0.41187)
N (0.23141, -2.60848, 1.06061)
C (3.20377, -2.26640, -0.83786)
H (0.07492, -5.91021, 1.67640)
H (-1.32883, -5.04456, 1.03543)
H (-0.71167, -4.65473, 2.64105)
H (2.19354, -4.97652, 0.09740)
H (-0.63089, -2.16013, 1.34858)
H (4.14872, -2.57241, -0.38181)
H (3.18082, -1.17792, -0.90192)
H (3.17115, -2.66190, -1.85537)

Atomic forces in eV per Å
0.299 -0.327 0.235
-0.026 -0.057 -0.092
-0.005 0.115 0.155
0.043 -0.020 -0.040
0.045 0.008 0.056
0.009 0.022 0.016
-0.024 -0.026 -0.015
-0.012 -0.025 -0.010
-0.002 -0.029 -0.029
-0.145 0.066 -0.041
0.065 0.028 0.133
-0.029 -0.017 -0.085
0.032 0.039 -0.016
-0.106 0.033 -0.058
-0.023 -0.005 0.012
0.019 0.035 0.016
-0.014 -0.029 -0.003
0.020 -0.015 -0.007
-0.004 0.004 0.010
-0.018 -0.014 0.008
0.012 -0.005 -0.001
-0.008 -0.017 0.024
0.003 0.004 -0.001
-0.018 0.015 0.032
-0.008 -0.024 0.016
0.004 0.002 -0.019
-0.007 0.004 -0.003
0.002 -0.004 -0.001
0.004 -0.013 0.006
0.050 0.031 -0.075
-0.005 0.002 -0.012
-0.001 -0.001 -0.003
0.000 -0.002 0.004
0.002 -0.003 0.001
-0.004 0.006 0.008
-0.019 -0.016 -0.031
-0.171 0.249 -0.375
-0.175 0.085 0.019
-0.031 0.022 0.001
0.026 0.007 -0.006
0.015 0.006 -0.009
-0.051 -0.006 0.017
0.037 -0.062 0.103
0.011 0.163 0.053
0.014 -0.016 0.000
0.066 -0.009 0.003
0.024 -0.003 0.014
-0.026 0.013 0.003
-0.040 0.008 -0.025
-0.055 -0.057 -0.038
-0.039 -0.066 -0.004
-0.032 -0.004 -0.058
0.018 -0.003 0.000
0.002 -0.010 0.010
0.009 0.008 -0.025
-0.012 0.030 0.098
0.113 -0.033 0.036
-0.010 -0.160 0.053
0.061 -0.031 -0.012
0.034 0.010 0.017
-0.062 -0.014 -0.042
0.036 0.053 0.100
-0.098 -0.059 0.002
-0.051 -0.082 0.031
0.073 0.083 0.035
-0.019 -0.015 -0.015
-0.021 -0.023 0.009
0.007 0.011 -0.001
-0.015 0.035 0.005
0.027 0.028 -0.013
-0.002 0.016 -0.025
0.008 0.024 0.003
-0.007 0.001 -0.022
-0.003 0.014 0.005
-0.012 0.011 -0.048
-0.007 0.019 0.004
0.012 0.005 0.050
0.020 -0.012 0.002
-0.003 -0.005 0.008
0.003 -0.001 0.009
-0.007 0.003 0.003
-0.013 -0.005 0.016
0.013 0.030 -0.026
0.000 0.000 -0.001
0.004 -0.001 0.005
-0.004 -0.004 0.008
0.016 0.021 0.010
-0.009 -0.056 0.017
0.004 0.003 -0.006
0.001 0.000 0.000
0.006 -0.003 0.003
0.055 0.007 -0.039
0.010 0.074 -0.079
0.015 0.011 -0.002
0.006 -0.019 -0.006
0.016 -0.028 0.010
-0.052 -0.053 -0.001
-0.018 -0.001 0.005
-0.005 -0.004 0.005
-0.003 -0.009 0.005
0.041 0.019 0.042
0.026 -0.004 0.008
0.007 0.000 -0.014
0.006 -0.001 -0.002
0.004 -0.004 -0.004
0.006 -0.003 0.028
-0.069 0.065 0.013
0.075 -0.061 0.020
0.003 0.000 -0.092
-0.027 0.003 0.019
0.133 -0.156 0.045
-0.044 0.008 -0.049
-0.002 0.043 -0.032
-0.034 0.187 0.085
0.021 -0.020 -0.001
-0.019 -0.014 -0.036
-0.024 0.001 0.037
-0.009 -0.002 0.037
0.060 -0.037 -0.191
0.052 0.034 0.022
0.016 0.003 -0.018
0.005 0.003 -0.003
-0.023 0.000 -0.003
-0.011 0.006 0.006
0.008 -0.012 0.007
-0.028 -0.027 -0.029
-0.003 0.004 0.007
-0.001 0.014 0.011
-0.001 -0.013 0.000


# 2
Molecular formula: C60H63GeN4O2SSc
Method: DFT, ωB97M-V with the def2-TZVPD basis set

## Properties
<S²> = 0.7550
E_tot = -5929.8416 Ha
spin multiplicity = 2
net charge = -1
HOMO (alpha / beta) = -3.70 / -4.13 eV
relative energy (zero: lowest compared OMol25 entry of this formula, charge and spin) = 1.096 eV

Positions of all 132 atoms, in Å:
Sc (-0.34821, 0.21442, 0.62030)
C (-3.18011, 1.46284, 6.33182)
C (-2.80393, 2.53741, 5.30935)
C (-1.69171, 2.11427, 4.40383)
C (-0.38729, 2.48373, 4.45259)
C (0.25664, 3.46323, 5.38368)
C (0.24526, 4.88842, 4.82610)
C (0.27626, 1.76951, 3.37923)
C (1.62581, 1.88126, 3.07690)
C (2.32454, 1.10482, 2.16520)
C (3.76735, 1.05753, 2.06892)
C (4.70384, 1.97125, 2.79551)
C (5.06494, 1.48222, 4.20004)
C (4.06407, 0.01485, 1.24660)
C (2.80154, -0.54995, 0.82507)
C (2.67279, -1.72330, 0.09752)
C (1.49101, -2.38210, -0.20409)
N (0.23981, -1.87645, -0.01918)
C (-0.62471, -2.84728, -0.43218)
C (-2.00582, -2.78810, -0.32381)
C (-2.72269, -1.85838, 0.41468)
N (-2.15404, -0.90713, 1.20687)
C (-3.17872, -0.30896, 1.87885)
C (-3.01369, 0.63334, 2.87948)
C (-1.81205, 1.17494, 3.30822)
N (-0.60617, 0.98529, 2.70840)
C (-4.44923, -0.86119, 1.45793)
C (-4.16327, -1.82867, 0.54533)
C (-5.10777, -2.70838, -0.21135)
C (-5.35027, -4.05743, 0.47023)
C (-5.78490, -0.42067, 1.96664)
C (-6.17102, -1.08437, 3.29115)
C (0.10501, -3.99007, -0.94185)
C (1.42451, -3.71287, -0.77501)
C (2.59788, -4.59943, -1.05705)
C (3.18974, -4.39857, -2.44969)
C (-0.51240, -5.21496, -1.53675)
C (-0.91736, -5.00917, -2.99930)
N (1.76166, 0.15658, 1.35927)
C (5.40685, -0.52750, 0.87101)
C (5.84954, -1.70375, 1.74556)
H (-3.98783, 1.79922, 6.98415)
H (-2.32041, 1.20835, 6.95418)
H (-3.50140, 0.54862, 5.83080)
H (-2.51398, 3.45215, 5.83154)
H (-3.68124, 2.79846, 4.71071)
H (1.28681, 3.15874, 5.58602)
H (-0.25866, 3.44155, 6.34748)
H (0.77448, 4.93252, 3.87326)
H (0.71688, 5.59191, 5.51493)
H (-0.77713, 5.21979, 4.64027)
H (2.20282, 2.58499, 3.66388)
H (4.25526, 2.96541, 2.86342)
H (5.61627, 2.09141, 2.20489)
H (4.16431, 1.30110, 4.78836)
H (5.67761, 2.21405, 4.72930)
H (5.62051, 0.54422, 4.15430)
H (3.59110, -2.20824, -0.20943)
H (-2.57281, -3.56541, -0.82134)
H (-3.91011, 0.98877, 3.37121)
H (-4.71537, -2.87119, -1.21813)
H (-6.05962, -2.18636, -0.33890)
H (-4.40937, -4.58749, 0.62660)
H (-6.00498, -4.69392, -0.12783)
H (-5.81222, -3.91899, 1.44904)
H (-6.54550, -0.63949, 1.21305)
H (-5.78192, 0.66544, 2.08761)
H (-6.23724, -2.16747, 3.17659)
H (-7.13415, -0.71971, 3.65248)
H (-5.42170, -0.88335, 4.05829)
H (2.29403, -5.64232, -0.93331)
H (3.37055, -4.42048, -0.30449)
H (2.44290, -4.58896, -3.22096)
H (4.03767, -5.06574, -2.61908)
H (3.52764, -3.37111, -2.58492)
H (-1.38884, -5.51070, -0.95362)
H (0.19571, -6.04494, -1.47206)
H (-1.65499, -4.21017, -3.09006)
H (-1.34177, -5.91899, -3.42752)
H (-0.05252, -4.71693, -3.59684)
H (6.14823, 0.27420, 0.93678)
H (5.38958, -0.84032, -0.17563)
H (5.94788, -1.39990, 2.78909)
H (6.80947, -2.10201, 1.41275)
H (5.11578, -2.50991, 1.71009)
O (-2.86520, 3.15766, 1.10135)
C (-2.41361, 2.45383, 0.21307)
O (-1.21390, 1.96036, 0.19651)
C (-3.24798, 2.09308, -0.99346)
C (-4.43571, 2.80590, -1.15480)
C (-5.28640, 2.57576, -2.21937)
C (-4.94446, 1.59691, -3.14670)
C (-3.77256, 0.88120, -3.00088)
C (-2.89127, 1.09882, -1.92753)
S (-1.46179, 0.05904, -1.92164)
H (-4.66572, 3.55047, -0.40427)
H (-6.19793, 3.14937, -2.32973)
H (-5.59198, 1.39437, -3.99176)
H (-3.50430, 0.12466, -3.72740)
C (1.99925, 2.91713, -0.62473)
Ge (1.16667, 1.50950, -1.73557)
C (0.60913, 2.58859, -3.30305)
C (-0.63449, 3.21296, -3.38515)
C (-0.95746, 4.04841, -4.44695)
C (-0.03642, 4.27586, -5.45974)
C (1.20942, 3.66899, -5.39512)
C (1.52728, 2.83978, -4.32538)
C (2.69390, 0.50686, -2.53410)
C (3.96671, 0.89158, -2.19408)
C (5.11368, 0.30493, -2.78623)
C (4.97983, -0.66162, -3.73522)
C (3.68800, -1.09050, -4.13613)
C (3.52098, -2.06320, -5.15477)
C (2.27646, -2.46721, -5.54019)
C (1.13376, -1.91776, -4.91686)
C (1.26909, -0.97258, -3.94074)
C (2.54678, -0.52298, -3.51898)
H (2.48766, 3.60859, -1.31499)
H (2.71665, 2.51887, 0.08894)
H (1.21630, 3.44429, -0.07982)
H (-1.36753, 3.05027, -2.60980)
H (-1.93400, 4.51627, -4.48021)
H (-0.28750, 4.92085, -6.29340)
H (1.93691, 3.83572, -6.18113)
H (2.50561, 2.37250, -4.30023)
H (4.11795, 1.66743, -1.45546)
H (6.09945, 0.64193, -2.48682)
H (5.84977, -1.10582, -4.20611)
H (4.40604, -2.48338, -5.61982)
H (2.16245, -3.21202, -6.31859)
H (0.14356, -2.23559, -5.21714)
H (0.38152, -0.54410, -3.48879)

Atomic forces in eV per Å
-0.117 -0.607 -0.074
0.028 -0.025 -0.007
-0.039 0.033 -0.035
-0.031 -0.044 0.063
0.024 0.000 0.006
0.018 -0.006 -0.012
-0.003 0.009 -0.040
0.037 0.150 -0.112
-0.006 -0.001 0.003
0.008 -0.115 0.090
-0.052 0.079 0.032
0.031 0.000 -0.024
-0.009 -0.037 0.013
-0.007 -0.086 -0.094
-0.059 0.010 0.032
-0.004 -0.037 0.038
0.058 0.138 -0.241
0.010 -0.168 0.235
0.036 0.075 -0.074
-0.047 0.023 0.008
0.111 -0.093 0.095
-0.168 0.078 -0.103
0.036 -0.041 0.054
-0.031 -0.061 0.003
0.028 0.188 -0.125
-0.076 -0.222 0.340
-0.011 0.012 -0.005
-0.025 0.002 -0.043
-0.016 0.011 0.007
0.014 -0.005 0.026
-0.004 0.005 -0.015
0.020 -0.017 0.005
-0.022 -0.011 -0.031
0.007 -0.021 0.003
-0.014 0.024 0.049
-0.005 0.032 -0.045
-0.017 -0.020 0.014
0.005 0.054 -0.013
0.061 0.049 -0.027
0.026 0.054 -0.024
-0.026 0.007 0.036
-0.021 0.010 0.003
0.007 0.001 0.006
-0.001 -0.009 0.002
0.006 0.004 0.000
0.008 0.002 -0.009
-0.005 -0.002 0.016
-0.009 0.008 -0.003
0.003 -0.008 -0.010
0.012 -0.001 0.020
-0.012 -0.006 0.000
0.010 -0.010 0.014
0.001 0.009 -0.009
0.007 -0.002 0.020
-0.013 0.006 0.002
0.021 0.014 -0.002
-0.014 -0.004 -0.007
0.013 -0.005 0.004
-0.002 -0.009 0.018
-0.005 0.005 0.001
-0.006 0.002 -0.004
0.002 -0.014 0.007
0.012 0.001 -0.006
-0.015 0.002 -0.015
0.001 0.008 0.007
-0.003 -0.008 0.003
-0.002 0.003 -0.005
0.004 -0.007 -0.004
-0.018 0.009 -0.006
0.010 0.006 0.006
-0.005 -0.008 -0.014
0.001 -0.015 0.003
-0.022 -0.011 -0.020
0.013 -0.003 -0.006
0.011 0.030 0.003
0.005 -0.015 0.000
0.002 -0.005 0.004
0.001 0.018 0.012
-0.011 -0.025 0.007
0.015 0.001 -0.008
0.010 -0.009 0.006
0.001 0.006 -0.019
-0.003 0.005 -0.007
0.024 0.003 -0.003
-0.016 -0.009 -0.010
-0.017 0.160 -0.075
0.144 -0.168 -0.168
-0.096 0.706 0.268
-0.010 -0.127 0.084
-0.029 -0.051 -0.023
0.017 0.001 0.021
0.013 0.000 -0.003
-0.003 0.014 0.006
0.026 0.031 -0.062
0.066 0.032 0.227
0.007 0.011 0.013
-0.015 0.001 0.002
-0.003 -0.004 -0.014
0.000 -0.004 -0.013
-0.027 0.073 0.080
0.026 -0.020 -0.516
-0.022 0.028 -0.044
0.018 0.036 0.006
0.020 -0.032 0.018
0.013 0.001 -0.008
-0.005 -0.021 0.017
-0.066 -0.038 -0.041
0.163 -0.067 0.050
0.084 -0.133 -0.038
-0.080 0.068 0.098
-0.047 -0.047 -0.065
0.103 -0.014 -0.051
0.025 0.004 0.058
-0.089 -0.014 0.041
0.079 -0.024 -0.028
-0.045 0.056 0.053
-0.096 0.095 -0.015
0.043 0.036 0.044
0.041 0.004 0.003
-0.017 0.012 -0.005
-0.057 -0.014 0.065
-0.012 0.005 -0.004
-0.001 0.002 -0.004
0.006 0.005 -0.003
0.010 0.006 0.008
0.009 0.053 0.050
0.008 0.006 0.012
0.005 -0.009 -0.006
0.010 0.001 -0.003
-0.004 -0.001 -0.010
-0.014 -0.019 -0.015
0.030 -0.024 -0.016